[1]
ORCA calculation (ωB97M-V/def2-TZVPD) on 2 unconnected molecules or ions with the total composition C4H7NO2.

Geometry as XYZ:
```
14
Properties=species:S:1:pos:R:3:mulliken_charge:R:1
O 2.12475 1.23804 -0.05584 -0.495
C 1.96845 0.23896 -0.71924 -0.042
C -0.84140 -0.15409 0.18648 0.212
C -1.02408 -1.57051 0.41442 -0.234
N -0.06277 -0.75309 1.20509 -0.470
C -1.08403 0.97973 -0.45016 -0.354
O -0.52760 2.19171 -0.18615 -0.509
H 0.37725 2.06231 0.15074 0.391
H 1.44415 0.25785 -1.69257 0.283
H 2.33416 -0.74378 -0.37910 0.250
H -0.54826 -2.30728 -0.23108 0.183
H -1.94089 -1.90937 0.89415 0.247
H -0.42368 -0.53904 2.13344 0.220
H -1.79604 1.00857 -1.27017 0.318
```

Computed properties:
- HOMO energy (eV) = -8.504
- relative energy (zero: lowest compared OMol25 entry of this formula, charge and spin) (kcal/mol) = 90.6
- SMILES = O/C=C1/CN1.C=O
- LUMO level (eV) = 0.76
- gap between HOMO and LUMO (eV) = 9.27
- energy (Ha) = -361.73643

[2]
ORCA calculation (ωB97M-V/def2-TZVPD) on 2 unconnected molecules or ions with the total composition C4H7NO2.

Geometry as XYZ:
```
14
Properties=species:S:1:pos:R:3:mulliken_charge:R:1
O -1.92338 -1.01436 -1.38632 -0.364
N -1.41364 0.21761 -1.77728 -0.513
C -0.61799 0.65101 -0.90269 0.478
C 0.40201 1.59644 -0.50556 -0.604
C 0.11827 0.32095 0.32624 0.031
C 0.98600 -0.87316 0.12563 -0.011
O 0.92208 -1.88472 0.78038 -0.465
H -2.50214 -1.25406 -2.12149 0.371
H 0.09182 2.53849 -0.06059 0.257
H 1.33305 1.64204 -1.06990 0.215
H -0.37944 0.42197 1.28713 0.319
H 0.66940 -0.50700 3.26663 0.127
H 1.68390 -0.79156 -0.73574 0.306
H 0.63004 -1.06366 2.77354 -0.147
```

Computed properties:
- HOMO energy (eV) = -9.937
- relative energy (zero: lowest compared OMol25 entry of this formula, charge and spin) (kcal/mol) = 119.0
- SMILES = O=C[C@H]1C/C1=N/O.[H][H]
- LUMO level (eV) = 0.69
- gap between HOMO and LUMO (eV) = 10.62
- energy (Ha) = -361.69117

[3]
ORCA calculation (ωB97M-V/def2-TZVPD) on C4H7NO2 in the gas phase.

Geometry as XYZ:
```
14
Properties=species:S:1:pos:R:3:mulliken_charge:R:1
N 1.68217 0.66272 0.89856 -0.535
C 0.73148 -0.34190 1.00526 0.637
O -0.54858 0.16229 0.83603 -0.382
C 0.92706 -1.63074 1.28813 -0.912
C -1.00887 0.01549 -0.45930 0.159
C -1.83982 1.07772 -0.99981 -0.363
O -0.47859 0.90065 -1.41549 -0.442
H 1.44564 1.34778 0.19083 0.279
H 2.63192 0.32709 0.81308 0.214
H 0.07847 -2.28506 1.44414 0.279
H 1.92571 -2.03749 1.40326 0.233
H -1.09019 -1.02147 -0.78660 0.382
H -2.01949 1.95342 -0.37955 0.208
H -2.58918 0.85994 -1.75888 0.243
```

Computed properties:
- HOMO energy (eV) = -8.506
- relative energy (zero: lowest compared OMol25 entry of this formula, charge and spin) (kcal/mol) = 62.2
- SMILES = C=C(N)O[C@H]1CO1
- LUMO level (eV) = 1.07
- gap between HOMO and LUMO (eV) = 9.58
- energy (Ha) = -361.78167

[4]
ORCA calculation (ωB97M-V/def2-TZVPD) on a molecular structure, C4H7NO2.

Geometry as XYZ:
```
14
Properties=species:S:1:pos:R:3:mulliken_charge:R:1
C -1.53944 -0.86959 0.10557 -1.336
C -0.33232 -0.38701 -0.66200 0.495
C 0.10389 0.99509 -0.11633 -0.723
N 0.91560 0.44566 1.10883 -0.463
C 1.70437 -0.20518 0.15931 0.687
O 2.74515 0.20429 -0.27265 -0.544
O 0.89789 -1.13770 -0.44555 -0.382
H -1.36972 -0.67491 1.16645 0.338
H -1.73916 -1.92981 -0.05254 0.359
H -2.40829 -0.28582 -0.23105 0.327
H -0.49889 -0.45287 -1.74699 0.297
H -0.64518 1.65502 0.28461 0.384
H 0.67495 1.50855 -0.92638 0.284
H 1.50552 1.06641 1.67140 0.276
```

Computed properties:
- HOMO energy (eV) = -9.993
- relative energy (zero: lowest compared OMol25 entry of this formula, charge and spin) (kcal/mol) = 41.6
- LUMO level (eV) = 0.92
- gap between HOMO and LUMO (eV) = 10.92
- energy (Ha) = -361.81464

[5]
ORCA calculation (ωB97M-V/def2-TZVPD) on C4H7NO2 in the gas phase.

Geometry as XYZ:
```
14
Properties=species:S:1:pos:R:3:mulliken_charge:R:1
O -1.09481 -0.52929 1.42975 -0.559
C -0.98790 0.00722 0.12638 -0.115
C -0.20813 1.31884 0.10804 -0.471
O 1.22304 1.12439 0.04152 -0.387
C 1.69394 -0.13745 0.05372 0.112
N 1.08871 -1.19519 -0.29768 -0.554
C -0.25895 -0.95366 -0.81010 -0.486
H -0.29870 -1.05633 1.58990 0.395
H -2.01240 0.19131 -0.21574 0.387
H -0.49259 1.92685 -0.75720 0.321
H -0.39204 1.88529 1.02421 0.313
H 2.72248 -0.17123 0.41241 0.397
H -0.19216 -0.50649 -1.81170 0.322
H -0.79049 -1.90425 -0.89351 0.325
```

Computed properties:
- HOMO energy (eV) = -9.923
- relative energy (zero: lowest compared OMol25 entry of this formula, charge and spin) (kcal/mol) = 34.2
- SMILES = O[C@@H]1CN=COC1
- LUMO level (eV) = 0.84
- gap between HOMO and LUMO (eV) = 10.77
- energy (Ha) = -361.82637

[6]
ORCA calculation (ωB97M-V/def2-TZVPD) on C4H7NO2 in the gas phase.

Geometry as XYZ:
```
14
Properties=species:S:1:pos:R:3:mulliken_charge:R:1
C -1.40185 -1.12266 -0.31622 -1.111
C -0.42070 0.03106 -0.10419 0.512
N -0.73302 1.03436 0.62235 -0.431
O -2.01793 0.91074 1.13970 -0.397
C 1.03175 -0.04741 -0.58482 -0.003
C 2.25227 0.62133 -0.06299 -0.369
O 1.85573 -0.65089 0.40805 -0.409
H -2.36782 -0.75829 -0.69350 0.343
H -1.03223 -1.89289 -0.99676 0.343
H -1.64414 -1.60506 0.64204 0.298
H -2.13047 1.72958 1.64080 0.373
H 1.22507 -0.30248 -1.62422 0.363
H 3.20942 0.52796 -0.60097 0.252
H 2.17392 1.52464 0.53073 0.237
```

Computed properties:
- HOMO energy (eV) = -9.727
- relative energy (zero: lowest compared OMol25 entry of this formula, charge and spin) (kcal/mol) = 93.1
- SMILES = C/C(=N\O)[C@H]1CO1
- LUMO level (eV) = 1.00
- gap between HOMO and LUMO (eV) = 10.73
- energy (Ha) = -361.73246

[7]
ORCA calculation (ωB97M-V/def2-TZVPD) on C4H7NO2 in the gas phase.

Geometry as XYZ:
```
14
Properties=species:S:1:pos:R:3:mulliken_charge:R:1
C 1.21249 -1.27393 0.10056 -1.300
C 0.26712 -0.11424 -0.05149 1.209
C 0.71185 1.17180 -0.60016 -0.770
O -0.04802 0.26873 -1.39410 -0.543
C -0.93853 -0.07971 0.88966 0.294
O -0.86734 -0.55834 2.00323 -0.580
N -1.96417 0.63196 0.29508 -0.462
H 2.04047 -1.16927 -0.60656 0.390
H 1.60234 -1.30602 1.11989 0.298
H 0.70079 -2.22070 -0.09997 0.293
H 0.19358 2.08276 -0.29791 0.300
H 1.74396 1.28878 -0.91900 0.319
H -2.94089 0.43168 0.22317 0.253
H -1.71364 0.84650 -0.66242 0.301
```

Computed properties:
- HOMO energy (eV) = -9.943
- relative energy (zero: lowest compared OMol25 entry of this formula, charge and spin) (kcal/mol) = 36.1
- SMILES = C[C@@]1(C(N)=O)CO1
- LUMO level (eV) = 0.88
- gap between HOMO and LUMO (eV) = 10.82
- energy (Ha) = -361.82334

[8]
ORCA calculation (ωB97M-V/def2-TZVPD) on C4H7NO2 in the gas phase.

Geometry as XYZ:
```
14
Properties=species:S:1:pos:R:3:mulliken_charge:R:1
N 1.75647 0.52366 1.73686 -0.369
C 0.69629 0.67390 0.89232 0.459
O -0.02370 1.65653 0.92260 -0.603
C 0.48962 -0.45525 -0.10982 -0.480
C -0.97325 -0.63448 -0.43370 0.066
C -1.59409 0.08433 -1.53962 -0.426
O -1.26408 -1.29589 -1.65540 -0.444
H 1.91012 1.23715 2.43224 0.244
H 2.30880 -0.31669 1.77944 0.201
H 0.91087 -1.39811 0.25741 0.264
H 1.03165 -0.20720 -1.03120 0.244
H -1.60934 -0.94017 0.39952 0.375
H -0.98099 0.75617 -2.13951 0.211
H -2.65836 0.31603 -1.51114 0.258
```

Computed properties:
- HOMO energy (eV) = -10.046
- relative energy (zero: lowest compared OMol25 entry of this formula, charge and spin) (kcal/mol) = 31.6
- SMILES = NC(=O)C[C@H]1CO1
- LUMO level (eV) = 0.82
- gap between HOMO and LUMO (eV) = 10.86
- energy (Ha) = -361.83058

[9]
ORCA calculation (ωB97M-V/def2-TZVPD) on C4H7NO2 in the gas phase.

Geometry as XYZ:
```
14
Properties=species:S:1:pos:R:3:mulliken_charge:R:1
C 2.32078 -0.41239 -0.56330 -0.754
N 1.43750 0.70034 -0.31540 -0.547
C 0.24779 0.51854 0.05504 0.879
C -0.75193 1.55171 0.31135 -0.739
O -2.03944 0.62488 0.62572 -0.318
C -1.62665 -0.73316 0.25643 -0.039
O -0.26516 -0.77032 0.39244 -0.414
H 2.78981 -0.26550 -1.54285 0.280
H 3.12235 -0.41930 0.18663 0.248
H 1.83122 -1.39620 -0.55272 0.280
H -1.05072 2.12495 -0.56782 0.151
H -1.94824 0.77449 1.57967 0.464
H -1.96119 -0.83796 -0.78179 0.243
H -2.10613 -1.46008 0.91660 0.265
```

Computed properties:
- HOMO energy (eV) = -7.684
- relative energy (zero: lowest compared OMol25 entry of this formula, charge and spin) (kcal/mol) = 116.1
- LUMO level (eV) = 0.35
- gap between HOMO and LUMO (eV) = 8.03
- energy (Ha) = -361.69591

[10]
ORCA calculation (ωB97M-V/def2-TZVPD) on a molecular structure, C4H7NO2.

Geometry as XYZ:
```
14
Properties=species:S:1:pos:R:3:mulliken_charge:R:1
O 2.22844 1.37213 0.29807 -0.378
N 1.97004 0.11151 -0.22940 -0.576
C 0.72992 -0.05066 -0.40907 0.381
C -0.05076 -1.33301 -0.70524 -0.489
C -1.06683 -0.70535 0.30811 -0.783
C -0.58401 0.66413 -0.10611 0.216
O -0.92034 1.60809 0.86982 -0.519
H 3.19252 1.39660 0.33156 0.373
H 0.43864 -2.27549 -0.44614 0.298
H -0.40287 -1.37770 -1.74294 0.241
H -0.63411 -0.88281 1.30038 0.289
H -2.16759 -0.69713 0.44082 0.370
H -0.97732 0.95279 -1.09866 0.215
H -1.75574 1.21690 1.18879 0.362
```

Computed properties:
- HOMO energy (eV) = -9.583
- relative energy (zero: lowest compared OMol25 entry of this formula, charge and spin) (kcal/mol) = 96.0
- LUMO level (eV) = 0.83
- gap between HOMO and LUMO (eV) = 10.42
- energy (Ha) = -361.72787

[11]
ORCA calculation (ωB97M-V/def2-TZVPD) on C4H7NO2 in the gas phase.

Geometry as XYZ:
```
14
Properties=species:S:1:pos:R:3:mulliken_charge:R:1
C 0.20140 -0.20724 -1.43398 -0.974
C -0.84761 -0.67754 -0.44830 0.801
N -2.04492 -0.97196 -0.71907 -0.728
O -0.44304 -0.94520 0.83320 -0.402
C 0.60107 -0.20566 1.39918 -0.536
C 0.43002 1.29546 1.27252 0.086
O -0.56963 1.83049 0.86145 -0.443
H 0.65776 -1.08067 -1.91188 0.302
H -0.26382 0.40464 -2.20893 0.332
H 1.00822 0.38403 -0.99659 0.287
H -2.24087 -0.77435 -1.69892 0.244
H 0.59572 -0.45490 2.46665 0.355
H 1.59432 -0.48600 1.01670 0.327
H 1.32138 1.88890 1.56796 0.350
```

Computed properties:
- HOMO energy (eV) = -9.797
- relative energy (zero: lowest compared OMol25 entry of this formula, charge and spin) (kcal/mol) = 42.9
- SMILES = [H]/N=C(\C)OCC=O
- LUMO level (eV) = 0.76
- gap between HOMO and LUMO (eV) = 10.55
- energy (Ha) = -361.81248

[12]
ORCA calculation (ωB97M-V/def2-TZVPD) on C4H7NO2 in the gas phase.

Geometry as XYZ:
```
14
Properties=species:S:1:pos:R:3:mulliken_charge:R:1
C 0.14568 -2.00795 0.10384 -0.551
C -1.76263 1.03821 0.11053 -0.748
N -0.49849 0.33309 0.12170 -0.004
O 0.32344 0.93426 -0.92646 -0.281
O -0.75050 -1.03500 -0.36880 -0.233
C 1.47199 1.11251 -0.32768 -0.116
C 2.60732 1.30702 0.02150 -0.187
H -0.24304 -2.96222 -0.25131 0.245
H 0.18780 -2.00455 1.19750 0.270
H 1.15367 -1.83852 -0.29198 0.249
H -1.60355 2.01663 0.55854 0.309
H -2.18060 1.14474 -0.89400 0.309
H -2.46371 0.45715 0.70514 0.286
H 3.61263 1.50462 0.24147 0.452
```

Computed properties:
- HOMO energy (eV) = -9.428
- relative energy (zero: lowest compared OMol25 entry of this formula, charge and spin) (kcal/mol) = 156.6
- SMILES = C#CON(C)OC
- LUMO level (eV) = 1.05
- gap between HOMO and LUMO (eV) = 10.48
- energy (Ha) = -361.63123

[13]
ORCA calculation (ωB97M-V/def2-TZVPD) on C4H7NO2 in the gas phase.

Geometry as XYZ:
```
14
Properties=species:S:1:pos:R:3:mulliken_charge:R:1
C -0.86243 -1.11325 0.38885 -1.337
C -0.39995 0.19035 -0.26457 0.402
C -1.21977 1.37457 0.22969 -0.132
O -2.24373 1.25170 0.85244 -0.489
C 1.08219 0.51627 -0.07488 0.406
O 1.44949 1.55297 0.45400 -0.617
N 1.95773 -0.40256 -0.57557 -0.366
H -0.60966 -1.13492 1.45344 0.322
H -1.95056 -1.18819 0.31126 0.360
H -0.41611 -1.98978 -0.09192 0.391
H -0.58061 0.12921 -1.34977 0.266
H -0.82160 2.36892 -0.04103 0.340
H 1.67626 -1.32227 -0.88003 0.195
H 2.93876 -0.23303 -0.41191 0.258
```

Computed properties:
- HOMO energy (eV) = -9.820
- relative energy (zero: lowest compared OMol25 entry of this formula, charge and spin) (kcal/mol) = 11.1
- SMILES = C[C@@H](C=O)C(N)=O
- LUMO level (eV) = 0.67
- gap between HOMO and LUMO (eV) = 10.49
- energy (Ha) = -361.86323

[14]
ORCA calculation (ωB97M-V/def2-TZVPD) on C4H7NO2 in the gas phase.

Geometry as XYZ:
```
14
Properties=species:S:1:pos:R:3:mulliken_charge:R:1
C 0.24969 -1.42794 -1.74325 -0.984
C 0.20210 -0.55240 -0.51468 0.838
N 0.47404 -0.79523 0.67436 -0.604
O -0.17195 0.74561 -0.74007 -0.389
C 0.03391 1.53244 0.43967 -0.337
C -0.91681 1.16870 1.57223 0.055
O -0.74316 1.51547 2.71580 -0.501
H 0.45070 -0.88047 -2.67146 0.290
H 1.04333 -2.15384 -1.55853 0.316
H -0.68285 -1.98752 -1.87322 0.255
H 0.71453 -1.48603 1.31675 0.126
H 1.04911 1.38138 0.81931 0.285
H -0.10222 2.57325 0.14437 0.323
H -1.82222 0.60479 1.26478 0.327
```

Computed properties:
- HOMO energy (eV) = -9.560
- relative energy (zero: lowest compared OMol25 entry of this formula, charge and spin) (kcal/mol) = 48.5
- SMILES = [H]/N=C(\C)OCC=O
- LUMO level (eV) = 0.90
- gap between HOMO and LUMO (eV) = 10.46
- energy (Ha) = -361.80353

[15]
ORCA calculation (ωB97M-V/def2-TZVPD) on C4H7NO2 in the gas phase.

Geometry as XYZ:
```
14
Properties=species:S:1:pos:R:3:mulliken_charge:R:1
C -1.38299 -1.12476 -0.27372 -1.138
C -0.36449 -0.04779 -0.02119 0.531
N -0.60418 1.06243 0.56420 -0.434
O -1.91866 1.17172 0.97735 -0.398
C 1.01840 -0.14436 -0.58333 0.044
C 2.14914 0.49983 0.07331 -0.389
O 2.00903 -0.91741 0.08275 -0.426
H -2.29183 -0.69090 -0.70437 0.349
H -0.99139 -1.88789 -0.95192 0.331
H -1.67920 -1.61438 0.66062 0.301
H -1.93993 2.06625 1.34237 0.380
H 1.04291 -0.25782 -1.66960 0.346
H 2.95419 0.90885 -0.53599 0.255
H 1.99901 0.97624 1.03952 0.246
```

Computed properties:
- HOMO energy (eV) = -9.881
- relative energy (zero: lowest compared OMol25 entry of this formula, charge and spin) (kcal/mol) = 82.9
- SMILES = C/C(=N\O)[C@H]1CO1
- LUMO level (eV) = 0.96
- gap between HOMO and LUMO (eV) = 10.84
- energy (Ha) = -361.74867

[16]
ORCA calculation (ωB97M-V/def2-TZVPD) on 2 unconnected molecules or ions with the total composition C4H7NO2.

Geometry as XYZ:
```
14
Properties=species:S:1:pos:R:3:mulliken_charge:R:1
O -1.25441 -1.31670 1.47242 -0.531
C -0.29049 -0.65854 0.71068 0.032
C -0.07931 -0.92754 -0.83325 -0.364
N 0.93940 0.05358 -1.00581 -0.360
C 0.17685 1.25858 -0.78392 -0.633
C -0.49214 0.84587 0.59235 0.551
O -1.06181 1.49017 1.43968 -0.559
H -1.61220 -0.65373 2.08647 0.346
H 0.70309 -0.79614 1.20240 0.259
H 0.25320 -1.96448 -1.02693 0.294
H -0.95956 -0.21536 -1.84797 0.194
H 1.31632 -0.00934 -1.93654 0.261
H -0.51867 1.36689 -1.83222 0.197
H 0.71855 2.18867 -0.72939 0.313
```

Computed properties:
- HOMO energy (eV) = -9.696
- relative energy (zero: lowest compared OMol25 entry of this formula, charge and spin) (kcal/mol) = 96.4
- LUMO level (eV) = 0.45
- gap between HOMO and LUMO (eV) = 10.15
- energy (Ha) = -361.72721

[17]
ORCA calculation (ωB97M-V/def2-TZVPD) on 2 unconnected molecules or ions with the total composition C4H7NO2.

Geometry as XYZ:
```
14
Properties=species:S:1:pos:R:3:mulliken_charge:R:1
C 2.31960 -0.11408 -0.48417 -0.765
N 1.20765 0.78504 -0.76348 -0.476
C 0.19485 0.59818 -0.03582 0.030
C -1.07334 1.39753 -0.03603 0.169
O -2.19455 0.94168 -0.13338 -0.456
C -1.87816 -1.16766 -0.47931 -0.116
O -0.79418 -1.19035 -1.02369 -0.461
H 2.16355 -1.06265 -1.01566 0.273
H 3.25999 0.32052 -0.83364 0.274
H 2.40593 -0.34545 0.58817 0.305
H -0.95932 2.44388 0.26633 0.368
H 0.16422 -0.03547 0.86134 0.317
H -2.80793 -1.19555 -1.05737 0.243
H -1.99274 -1.24779 0.61959 0.295
```

Computed properties:
- HOMO energy (eV) = -9.622
- relative energy (zero: lowest compared OMol25 entry of this formula, charge and spin) (kcal/mol) = 82.8
- SMILES = C/N=C/C=O.C=O
- LUMO level (eV) = 0.23
- gap between HOMO and LUMO (eV) = 9.85
- energy (Ha) = -361.74895